1.
# C59H81ClO18

A 9-piece molecular cluster, C59H81ClO18 overall in a non-equilibrium geometry (ωB97M-V/def2-TZVPD, OMol25).

## Properties
ΔE to the lowest compared entry with this formula, charge and spin = 568.95 kcal per mole
total charge = 0
HOMO energy = -8.69 eV
largest force on an atom = 8.2 eV Å⁻¹
HOMO-LUMO gap = 7.1 eV
lowest unoccupied orbital energy = -1.60 eV
SMILES = CCCCCCCCCCc1cc2c(cc1C[C@H](C)Cl)C(=O)c1ccccc1C2=O.O=C1CCCO1.O=C1CCCO1.O=C1CCCO1.O=C1CCCO1.O=C1CCCO1.O=C1CCCO1.O=C1CCCO1.O=C1CCCO1

```
159
Properties=species:S:1:pos:R:3:forces:R:3
C 0.865 -2.514 2.194 -0.66 -0.62 -0.25
C 0.504 -1.605 0.875 1.36 0.62 0.18
C 1.148 -0.103 1.072 -0.32 0.18 0.17
C 0.356 1.018 0.177 0.86 0.81 0.70
C 0.552 0.881 -1.445 0.09 -0.29 0.07
C -0.325 -0.307 -2.155 -0.48 0.99 -0.73
C -1.895 -0.080 -1.744 0.04 -0.29 0.39
C -2.976 -0.969 -2.597 -0.73 0.77 0.47
C -4.162 -1.656 -1.638 -0.14 -0.17 -0.42
C -5.492 -0.688 -1.478 0.35 0.41 -0.77
C -5.065 0.769 -0.858 0.73 2.58 1.04
C -5.114 2.077 -1.894 1.19 1.03 3.15
C -4.668 3.585 -1.426 0.18 -3.08 2.42
C -4.175 3.738 0.165 -0.56 -2.10 -1.21
C -4.125 2.442 1.202 -1.20 0.02 -3.89
C -4.571 0.910 0.699 -0.01 3.76 -2.39
C -4.433 -0.298 1.798 -0.16 1.40 0.54
C -5.698 -1.339 1.853 0.79 0.38 -1.48
C -7.179 -0.637 1.823 -0.52 -1.53 0.25
Cl -5.446 -2.372 3.415 -0.31 0.93 -1.47
C -3.706 5.279 0.593 -0.19 1.55 3.72
O -3.909 5.830 1.792 1.35 -3.49 -7.19
C -2.885 6.107 -0.605 1.99 1.67 -2.90
C -1.587 7.079 -0.324 -1.16 -0.44 -3.55
C -0.773 7.851 -1.564 -2.81 -2.04 -1.50
C -1.230 7.693 -3.162 -2.42 -2.61 4.44
C -2.540 6.691 -3.411 0.72 0.54 2.65
C -3.350 5.935 -2.202 2.24 1.34 1.18
C -4.653 4.914 -2.439 -2.47 0.57 -3.11
O -5.576 5.122 -3.382 5.75 -1.45 5.66
H 1.420 -1.911 3.030 -1.06 -1.03 -1.66
H 1.529 -3.422 1.872 -1.24 1.75 0.70
H -0.133 -2.947 2.648 2.01 0.82 -0.74
H -0.657 -1.470 0.682 2.46 -0.53 0.43
H 1.058 -2.090 -0.045 -1.48 0.89 1.74
H 2.308 -0.054 0.835 -2.58 -0.32 0.31
H 1.051 0.140 2.236 0.05 -0.19 -2.52
H -0.756 1.034 0.546 1.99 0.02 -1.00
H 0.809 2.081 0.476 -1.04 -2.24 -0.58
H 1.684 0.677 -1.663 -2.00 0.43 0.47
H 0.293 1.926 -1.961 0.40 -2.27 1.12
H 0.071 -1.390 -1.913 -0.91 2.25 -0.32
H -0.256 -0.124 -3.329 0.00 -0.70 2.68
H -2.024 -0.368 -0.610 0.22 0.67 -2.15
H -2.162 1.074 -1.841 0.61 -2.41 0.25
H -3.568 -0.201 -3.289 1.38 -1.86 1.07
H -2.427 -1.786 -3.236 -1.19 1.61 1.23
H -3.787 -1.890 -0.554 -0.41 0.31 -2.12
H -4.492 -2.670 -2.166 0.54 2.13 1.30
H -5.930 -0.516 -2.569 0.91 -0.18 2.32
H -6.355 -1.227 -0.869 1.93 1.29 -1.07
H -5.446 1.913 -3.021 0.71 0.33 2.73
H -3.744 2.640 2.294 -0.87 -0.51 -2.50
H -4.391 0.228 2.869 -0.07 -1.04 -2.38
H -3.383 -0.797 1.644 -2.19 0.59 0.22
H -5.549 -2.102 0.960 -0.53 1.53 2.05
H -7.922 -1.442 1.348 1.59 1.74 1.02
H -7.260 0.328 1.165 0.49 -1.80 1.48
H -7.547 -0.498 2.936 0.86 0.14 -2.35
H -1.176 7.243 0.760 -1.06 -0.45 -2.31
H 0.175 8.530 -1.342 -2.26 -1.70 -0.35
H -0.647 8.229 -4.038 -1.44 -1.33 2.07
H -2.928 6.522 -4.524 0.87 0.39 2.77
O -0.894 -0.086 -6.307 -0.35 1.41 1.15
C -1.200 1.010 -5.869 0.22 -1.82 -0.61
O -1.325 1.301 -4.540 0.15 -0.43 -0.99
C -1.800 2.639 -4.397 -0.21 0.57 0.61
C -1.441 3.329 -5.687 0.10 0.89 -0.22
C -1.538 2.213 -6.696 0.24 0.46 -0.18
H -2.881 2.610 -4.228 0.04 -0.03 0.03
H -1.319 3.110 -3.535 -0.11 -0.29 -0.01
H -2.087 4.181 -5.913 0.07 -0.11 0.12
H -0.407 3.692 -5.639 -0.18 -0.02 0.03
H -2.554 2.105 -7.087 0.12 -0.11 -0.08
H -0.822 2.345 -7.510 -0.30 -0.31 -0.03
O -0.839 3.293 2.653 -0.22 -0.26 1.93
C -1.230 3.318 3.809 0.52 -0.23 -2.01
O -0.733 2.530 4.807 0.13 0.27 -0.82
C -1.493 2.744 5.995 -0.06 -0.28 0.73
C -2.129 4.098 5.821 -0.39 0.56 0.61
C -2.344 4.174 4.331 0.02 0.48 0.31
H -2.236 1.944 6.084 0.06 0.04 -0.01
H -0.832 2.713 6.866 0.02 -0.18 -0.27
H -3.047 4.220 6.402 0.17 -0.06 -0.03
H -1.426 4.881 6.131 -0.12 -0.13 -0.01
H -3.301 3.734 4.035 0.05 0.19 -0.08
H -2.259 5.199 3.964 -0.23 -0.34 -0.31
O 3.757 -4.259 0.653 0.22 1.76 0.48
C 4.285 -3.239 1.063 -0.57 -1.57 -0.78
O 3.741 -1.991 0.952 -0.10 -0.98 -0.17
C 4.675 -1.028 1.438 0.22 0.76 0.09
C 5.597 -1.793 2.350 0.59 0.27 0.72
C 5.633 -3.159 1.715 0.07 0.05 0.40
H 5.203 -0.592 0.583 -0.02 -0.06 0.07
H 4.143 -0.233 1.968 -0.10 -0.17 -0.22
H 6.583 -1.331 2.451 -0.23 -0.03 -0.11
H 5.153 -1.865 3.351 0.00 0.05 -0.13
H 6.406 -3.230 0.945 -0.17 -0.10 0.14
H 5.756 -3.947 2.462 0.03 -0.11 -0.42
O 3.168 8.264 -1.010 0.39 -0.44 1.90
C 3.169 8.097 0.199 -0.03 -0.04 -2.18
O 4.094 7.350 0.871 -0.28 0.45 -0.75
C 3.729 7.282 2.249 0.23 -0.39 0.63
C 2.835 8.472 2.483 -0.26 0.46 0.79
C 2.145 8.634 1.152 -0.07 0.42 0.37
H 3.212 6.333 2.427 0.05 0.06 -0.04
H 4.628 7.319 2.871 -0.05 -0.13 -0.29
H 2.146 8.335 3.320 0.16 -0.03 -0.07
H 3.446 9.360 2.689 -0.09 -0.16 0.00
H 1.241 8.022 1.086 0.03 0.08 -0.13
H 1.921 9.682 0.941 -0.16 -0.29 -0.25
O -2.543 -5.981 -8.993 0.39 1.86 0.56
C -2.015 -4.961 -8.583 -0.88 -1.71 -1.00
O -2.559 -3.714 -8.694 -0.12 -0.99 -0.10
C -1.625 -2.750 -8.209 0.04 0.88 0.15
C -0.703 -3.515 -7.296 0.60 0.29 0.67
C -0.667 -4.882 -7.932 0.21 0.06 0.50
H -1.097 -2.315 -9.064 -0.04 -0.03 0.05
H -2.157 -1.955 -7.678 0.00 -0.18 -0.25
H 0.283 -3.054 -7.195 -0.22 0.04 0.01
H -1.147 -3.587 -6.296 0.09 0.09 -0.16
H 0.106 -4.953 -8.702 -0.08 -0.16 0.04
H -0.544 -5.669 -7.185 0.03 -0.10 -0.42
O 8.254 -1.557 0.746 0.78 -1.57 0.24
C 9.057 -2.447 0.974 -1.20 1.22 -0.07
O 8.715 -3.735 1.268 -0.22 1.09 -0.33
C 9.895 -4.473 1.583 0.36 -0.99 0.38
C 11.024 -3.711 0.940 0.79 -0.27 -0.25
C 10.546 -2.283 1.019 0.45 -0.08 -0.32
H 9.995 -4.523 2.673 -0.04 0.12 -0.01
H 9.811 -5.489 1.188 -0.21 0.42 0.14
H 11.988 -3.877 1.427 -0.16 -0.05 -0.04
H 11.120 -4.009 -0.112 -0.04 -0.05 0.20
H 10.825 -1.812 1.965 -0.08 0.12 -0.11
H 10.904 -1.693 0.172 -0.21 0.21 0.33
O -7.799 0.136 6.395 -0.88 -1.63 0.82
C -8.234 -0.980 6.627 1.02 1.92 -0.36
O -8.726 -1.378 7.838 0.24 0.63 -0.45
C -9.043 -2.768 7.780 -0.23 -0.53 0.47
C -9.231 -3.073 6.317 -0.45 -0.69 -0.46
C -8.268 -2.120 5.655 -0.35 -0.28 -0.23
H -8.215 -3.334 8.220 -0.05 0.05 -0.02
H -9.952 -2.963 8.357 0.24 0.21 0.06
H -9.048 -4.122 6.069 -0.06 0.12 0.11
H -10.256 -2.827 6.015 0.14 -0.08 0.08
H -7.265 -2.548 5.571 -0.08 0.19 -0.11
H -8.633 -1.794 4.678 0.42 0.07 0.12
O 9.668 -6.557 -0.641 -0.80 -1.62 0.70
C 9.232 -7.673 -0.408 0.87 1.65 -0.31
O 8.741 -8.071 0.802 0.34 0.76 -0.57
C 8.423 -9.461 0.744 -0.28 -0.63 0.49
C 8.236 -9.765 -0.719 -0.46 -0.68 -0.44
C 9.199 -8.813 -1.381 -0.36 -0.23 -0.33
H 9.251 -10.026 1.184 -0.05 0.07 -0.02
H 7.515 -9.655 1.321 0.24 0.23 0.05
H 8.418 -10.814 -0.967 -0.06 0.13 0.12
H 7.210 -9.520 -1.021 0.16 -0.08 0.08
H 10.202 -9.240 -1.464 -0.02 0.17 -0.09
H 8.833 -8.487 -2.357 0.40 0.10 0.13
```
Forces are in eV/Å.

2.
# C6H12N2O

A 2-piece molecular cluster, C6H12N2O overall in a non-equilibrium geometry (ωB97M-V/def2-TZVPD, OMol25).

## Properties
ΔE to the lowest compared entry with this formula, charge and spin = 40.63 kcal per mole
total charge = +1
<S²> = 0.760
HOMO energy (alpha / beta) = -13.64 / -13.64 eV
multiplicity = 2
largest force on an atom = 4.8 eV Å⁻¹
HOMO-LUMO gap (alpha / beta) = 9.7 / 5.9 eV
lowest unoccupied orbital energy (alpha / beta) = -3.92 / -7.71 eV

```
21
Properties=species:S:1:pos:R:3:forces:R:3
C -3.634 0.092 0.959 -3.05 2.98 -2.24
C -1.197 -0.268 1.534 0.60 -1.53 0.75
C -2.231 0.434 0.788 2.36 0.54 1.22
C -0.291 1.225 0.365 0.67 1.88 -0.83
N 0.027 0.257 1.261 -0.80 -1.84 -0.78
N -1.553 1.481 0.122 -1.61 -2.18 0.60
H -1.311 -1.122 2.217 -0.01 0.43 -0.46
H 0.928 -0.292 1.107 -1.11 0.64 0.90
H -4.216 1.068 1.071 0.88 -0.58 -0.16
H -4.167 -0.491 1.672 1.25 -1.08 1.33
H 0.536 1.766 -0.057 -0.11 0.44 -0.30
H -4.195 -0.228 0.042 1.08 0.16 -0.04
C 2.063 -0.544 -1.438 -2.24 -1.19 1.47
C 3.159 -0.589 -2.498 0.56 2.52 2.08
O 2.492 -1.330 -0.315 0.98 -1.78 -0.77
H 1.717 0.419 -1.018 1.42 0.23 -0.48
H 0.964 -0.938 -1.574 1.95 0.13 -1.42
H 4.063 0.047 -2.151 -1.62 -0.78 -0.39
H 2.865 -2.171 -0.771 -0.92 1.90 1.67
H 2.757 -0.132 -3.353 -0.07 0.19 -1.65
H 3.593 -1.551 -2.615 -0.20 -1.07 -0.50
```
Forces are in eV/Å.

E_tot per entry: -4110.523304; -420.197469 Eh